# C34H32BCl5F4GeN3O3Y

A molecular structure, C34H32BCl5F4GeN3O3Y (ωB97M-V/def2-TZVPD, OMol25).

XYZ file:
```
84
Properties=species:S:1:pos:R:3:mulliken_charge:R:1
Y -1.40 -0.26 0.45 0.256
Cl -7.18 -3.25 3.91 -0.198
C -5.66 -2.88 3.17 0.353
C -5.05 -1.66 3.41 -0.266
Cl -5.77 -0.48 4.43 -0.202
C -3.83 -1.39 2.81 1.044
Cl -3.02 0.14 3.05 -0.154
C -3.17 -2.29 1.97 -1.137
O -2.01 -1.96 1.46 0.113
C -3.81 -3.51 1.74 0.374
Cl -3.06 -4.63 0.67 -0.167
C -5.03 -3.80 2.33 0.136
Cl -5.79 -5.32 2.02 -0.193
C 1.22 3.87 4.02 -0.493
C 2.24 2.95 3.79 -0.848
C 1.97 1.74 3.17 -0.334
C 0.67 1.46 2.78 0.620
C -0.35 2.37 3.00 -0.041
C -0.08 3.57 3.63 -1.179
N 0.35 0.21 2.12 1.355
N 1.08 -0.72 2.46 -0.842
C 0.86 -2.00 1.84 0.352
C 0.80 -3.03 2.77 -0.396
C 0.51 -4.31 2.37 -0.591
C 0.33 -4.58 1.01 -1.024
C 0.47 -3.56 0.09 -1.437
C 0.74 -2.24 0.47 0.344
H 1.44 4.81 4.49 0.424
H 3.26 3.18 4.08 0.391
H 2.75 1.02 2.97 0.469
H -1.36 2.15 2.68 0.125
H -0.88 4.28 3.80 0.436
H 0.94 -2.78 3.82 0.509
H 0.43 -5.10 3.10 0.415
H 0.11 -5.58 0.68 0.471
H 0.37 -3.80 -0.96 0.229
C 5.10 0.07 -1.53 -0.801
C 4.38 1.39 -1.29 -0.690
C 2.88 1.39 -1.59 -0.774
C 2.00 0.60 -0.61 1.204
Ge 1.72 -1.28 -1.02 2.074
C 0.95 -1.59 -2.77 -0.907
C 2.00 -1.62 -3.90 -0.702
C 2.92 -2.84 -3.89 -0.146
C 3.91 -2.82 -5.04 -1.422
H 6.18 0.18 -1.43 0.456
H 4.90 -0.31 -2.54 0.100
H 4.79 -0.70 -0.82 0.132
H 4.84 2.17 -1.90 0.456
H 4.53 1.71 -0.25 0.284
H 2.72 1.06 -2.62 0.308
H 2.53 2.43 -1.56 0.308
H 1.03 1.09 -0.58 -0.981
H 2.39 0.68 0.41 0.120
H 3.03 -2.07 -0.90 -0.376
H 0.21 -0.81 -2.95 0.459
H 0.40 -2.53 -2.76 0.432
H 2.61 -0.71 -3.89 0.098
H 1.47 -1.60 -4.85 0.518
H 2.30 -3.74 -3.95 0.360
H 3.46 -2.91 -2.94 0.238
H 3.40 -2.78 -6.00 0.336
H 4.55 -3.70 -5.04 0.398
H 4.56 -1.94 -4.98 0.291
F -3.17 -1.57 -3.05 -0.250
B -2.62 -1.26 -1.86 0.372
F -1.62 -2.16 -1.39 -0.090
F -3.51 -1.11 -0.78 -0.334
F -1.87 0.00 -1.89 -0.363
O 0.69 3.47 -0.14 -0.669
C -0.49 3.24 -0.21 -0.116
N -1.11 1.99 0.01 0.533
C -2.45 2.19 -0.07 0.848
O -3.24 1.28 0.24 -0.589
C -2.78 3.58 -0.47 0.080
C -3.98 4.21 -0.73 -0.387
C -3.92 5.55 -1.09 -0.610
C -2.70 6.22 -1.17 -0.488
C -1.50 5.57 -0.89 -0.497
C -1.57 4.23 -0.55 -0.042
H -4.92 3.68 -0.67 0.553
H -4.84 6.09 -1.31 0.425
H -2.69 7.27 -1.44 0.415
H -0.55 6.08 -0.95 0.522
```

Summary:
- Kohn-Sham gap (eV) = 7.2706

# C16H16F7MoN3O9Sb

A molecular structure, C16H16F7MoN3O9Sb (ωB97M-V/def2-TZVPD, OMol25).

XYZ file:
```
53
Properties=species:S:1:pos:R:3:lowdin_spin:R:1
Mo 0.83 0.41 -0.02 0.876
O -1.09 -1.60 2.99 0.000
C -0.66 -0.75 2.14 0.004
O 0.31 -0.98 1.38 0.018
C -1.33 0.57 2.07 0.000
C -2.43 0.96 2.80 -0.001
C -2.95 2.23 2.56 0.000
C -2.37 3.03 1.59 0.001
C -1.27 2.55 0.89 0.005
N -0.76 1.36 1.15 0.016
C -0.52 3.24 -0.22 0.006
O -0.85 4.41 -0.66 0.002
O 0.47 2.67 -0.66 0.074
H -0.61 -2.45 2.96 0.000
H -2.86 0.29 3.54 0.000
H -3.80 2.58 3.12 0.000
H -2.78 4.01 1.39 0.001
H -1.73 4.71 -0.38 0.001
C 4.34 0.19 1.67 -0.002
C 3.67 1.42 1.12 -0.004
C 3.58 2.60 2.05 -0.001
O 2.26 1.02 0.78 -0.052
H 5.39 0.43 1.84 0.000
H 4.30 -0.64 0.96 0.000
H 3.90 -0.10 2.63 0.000
H 4.06 1.69 0.14 -0.001
H 3.12 2.32 3.00 0.000
H 3.04 3.43 1.60 0.000
H 4.59 2.94 2.26 0.000
F -5.92 0.74 -5.60 0.000
C -5.16 1.09 -4.58 0.000
C -3.93 0.59 -4.42 0.000
N -3.13 0.97 -3.34 0.000
C -1.80 0.43 -3.16 0.000
C -1.72 -0.28 -1.83 0.000
O -2.52 -1.01 -1.33 -0.001
O -0.56 0.02 -1.13 -0.009
C -3.57 1.85 -2.40 0.000
O -2.87 2.14 -1.41 0.000
N -4.82 2.35 -2.58 0.000
C -5.73 2.04 -3.63 0.000
O -6.80 2.56 -3.68 0.000
H -3.51 -0.12 -5.12 0.000
H -1.05 1.21 -3.20 0.000
H -1.60 -0.30 -3.95 0.000
H -5.17 2.99 -1.89 0.000
F 1.81 -1.12 -0.89 0.026
Sb 2.66 -0.59 -2.75 0.002
F 3.22 -2.33 -2.95 0.002
F 4.11 -0.14 -1.65 0.001
F 3.29 0.25 -4.26 0.000
F 1.83 1.04 -2.00 0.036
F 0.95 -0.94 -3.42 0.001
```

Summary:
- Kohn-Sham gap (alpha / beta) (eV) = 5.3530 / 5.4768
- net charge = +2
- multiplicity = 2

# C13H21F9FeIO3P2

A molecular structure, C13H21F9FeIO3P2 (ωB97M-V/def2-TZVPD, OMol25).

XYZ file:
```
50
Properties=species:S:1:pos:R:3:lowdin_spin:R:1
C -1.53 -2.94 -3.73 0.029
C -0.20 -2.73 -3.32 0.052
H -1.66 -3.64 -4.59 0.006
H -1.95 -1.94 -3.98 0.004
H -2.07 -3.33 -2.84 0.003
O 0.94 -2.67 -3.12 0.063
I -3.29 0.02 -0.34 0.522
Fe -1.01 -0.58 -0.82 3.709
P -0.80 -1.90 0.90 0.100
C 0.79 -2.44 1.61 0.005
C -1.67 -1.43 2.45 0.008
H -1.63 -2.25 3.18 -0.001
H -1.44 -4.17 1.25 0.011
H -2.72 -1.18 2.22 0.007
H -2.45 -3.42 -0.04 0.000
H 1.32 -1.55 1.98 0.000
H -1.18 -0.53 2.85 0.000
C -1.44 -3.52 0.36 0.059
H 0.59 -3.14 2.42 0.001
H -0.77 -3.94 -0.40 0.002
H 1.40 -2.92 0.82 0.000
P -0.50 1.31 -1.76 0.100
C 1.20 1.93 -2.00 0.005
C -1.00 1.15 -3.50 0.059
H -2.37 2.69 -0.98 0.007
H -1.08 3.70 -1.74 -0.001
H -0.86 3.02 -0.08 0.000
C -1.28 2.84 -1.08 0.008
H -2.05 0.84 -3.58 0.000
H -0.85 2.14 -3.96 0.011
H 1.15 2.87 -2.55 0.001
H 1.78 1.19 -2.57 0.000
H -0.36 0.41 -4.00 0.002
H 1.65 2.08 -1.01 0.000
C 0.95 -0.24 -0.18 0.148
O 2.06 -0.53 -0.40 0.000
F -0.36 1.49 3.84 0.000
C 0.98 1.30 3.69 0.001
F 1.62 2.02 4.65 0.001
F 1.22 -0.02 3.92 0.000
C 1.42 1.70 2.21 0.008
O 0.68 1.03 1.31 0.062
C 1.16 3.26 2.07 0.001
F 1.79 4.00 3.03 0.001
F 1.56 3.71 0.85 0.000
F -0.18 3.51 2.17 0.000
C 2.98 1.43 2.05 0.001
F 3.73 2.11 2.95 0.000
F 3.26 0.11 2.19 0.000
F 3.41 1.78 0.81 0.000
```

Summary:
- Kohn-Sham gap (alpha / beta) (eV) = 4.9179 / 5.6339
- net charge = +2
- multiplicity = 6

# C17H25N3O3

C17H25N3O3 in the gas phase (ωB97M-V/def2-TZVPD, OMol25).

XYZ file:
```
48
Properties=species:S:1:pos:R:3:mulliken_charge:R:1
C 6.38 2.68 -0.82 -1.113
C 6.50 2.00 0.54 -0.284
O 5.35 1.21 0.83 -0.398
C 5.32 -0.02 0.27 0.813
O 6.20 -0.47 -0.42 -0.657
N 4.20 -0.71 0.62 0.115
C 3.07 -0.15 1.30 -1.050
C 1.88 -0.06 0.34 -0.481
N 1.58 -1.38 -0.18 0.116
C 0.34 -1.39 -0.94 -0.904
C -0.87 -1.55 -0.02 -0.929
C -2.02 -0.64 -0.42 0.717
O -1.92 0.25 -1.23 -0.652
N -3.17 -0.93 0.26 -0.104
C -4.42 -0.32 0.19 0.853
C -4.70 0.75 -0.65 -0.389
C -5.97 1.30 -0.67 -0.778
C -6.98 0.82 0.15 0.713
C -8.35 1.44 0.13 -1.369
C -6.70 -0.25 0.99 -0.803
C -5.43 -0.81 1.01 -0.631
C 2.72 -1.87 -0.93 -0.624
C 3.93 -1.99 0.01 -1.042
H 5.47 3.29 -0.85 0.287
H 6.34 1.94 -1.61 0.309
H 7.24 3.32 -0.98 0.380
H 6.56 2.73 1.35 0.306
H 7.38 1.35 0.55 0.332
H 3.32 0.84 1.69 0.474
H 2.81 -0.81 2.14 0.263
H 1.01 0.32 0.88 0.439
H 2.12 0.65 -0.47 0.302
H 0.22 -0.47 -1.53 0.319
H 0.37 -2.23 -1.64 0.486
H -1.21 -2.58 0.01 0.348
H -0.57 -1.28 1.00 0.408
H -3.12 -1.70 0.92 0.195
H -3.93 1.14 -1.29 0.497
H -6.17 2.13 -1.33 0.351
H -8.33 2.40 0.65 0.288
H -8.67 1.63 -0.90 0.354
H -9.08 0.80 0.62 0.346
H -7.47 -0.65 1.63 0.317
H -5.23 -1.65 1.67 0.305
H 2.48 -2.86 -1.33 0.446
H 2.98 -1.21 -1.77 0.326
H 4.82 -2.30 -0.54 0.484
H 3.70 -2.71 0.80 0.317
```

Summary:
- Kohn-Sham gap (eV) = 8.9912
- structure (SMILES) = CCOC(=O)N1CCN(CCC(=O)Nc2ccc(C)cc2)CC1

# C10H14OSi

2 unconnected molecules or ions with the total composition C10H14OSi (ωB97M-V/def2-TZVPD, OMol25).

XYZ file:
```
26
Properties=species:S:1:pos:R:3:lowdin_spin:R:1
C 3.03 -0.32 1.62 0.112
C 1.95 -1.11 1.99 -0.013
C 3.22 0.03 0.30 -0.003
C 0.97 -1.47 1.10 0.093
C 2.38 -0.48 -0.67 0.107
C 1.23 -1.27 -0.26 0.066
C 0.01 -2.57 -2.01 0.087
C 0.21 -1.69 -1.09 0.562
C -0.39 2.29 -0.46 0.111
C -2.42 0.27 0.77 0.102
O -2.75 1.33 -1.97 0.146
Si -1.70 1.01 -0.82 0.509
H 3.83 0.04 2.25 0.007
H 1.65 -1.40 3.06 -0.003
H 3.99 0.69 0.13 -0.003
H 0.14 -1.96 1.57 0.006
H 2.58 -0.29 -1.61 0.008
H -0.91 -2.78 -2.66 0.024
H 0.67 -3.44 -2.26 0.033
H 0.02 2.08 0.45 0.001
H 0.47 2.42 -1.23 0.006
H -0.81 3.31 -0.41 0.016
H -1.82 0.53 1.63 0.002
H -3.36 0.63 1.07 0.009
H -2.50 -0.81 0.63 0.011
H -3.25 1.19 -2.80 0.004
```

Summary:
- Kohn-Sham gap (alpha / beta) (eV) = 6.0043 / 8.5520
- multiplicity = 3

# C3H11N4

2 unconnected molecules or ions with the total composition C3H11N4 (ωB97M-V/def2-TZVPD, OMol25).

XYZ file:
```
18
Properties=species:S:1:pos:R:3:lowdin_spin:R:1
C -0.85 1.79 -0.04 0.051
C -1.07 1.46 -1.33 0.132
N -0.06 0.61 -2.01 0.230
N -1.85 2.08 0.89 0.011
H 0.13 1.74 0.42 0.019
H -1.96 1.66 -1.89 0.032
H 0.63 1.13 -2.56 0.111
H 0.47 0.00 -1.34 0.101
H -0.54 -0.05 -2.67 0.194
H -2.78 2.07 0.52 0.001
H -1.80 1.48 1.70 0.003
N 1.73 -2.31 0.28 0.035
C 1.49 -1.79 1.50 0.012
N 0.41 -1.17 1.82 0.011
H 2.55 -2.86 0.12 0.006
H 0.99 -2.42 -0.40 0.052
H 2.30 -1.99 2.20 0.001
H 0.23 -1.43 2.79 0.000
```

Summary:
- Kohn-Sham gap (alpha / beta) (eV) = 4.3925 / 9.4981
- multiplicity = 2